Entry from OMol25: a 2-piece molecular cluster, C5H16N2O overall in a non-equilibrium geometry (ωB97M-V/def2-TZVPD).

Atoms and positions in Å:
O1 -3.632 -0.816 0.729
N1 0.876 2.477 -1.575
N2 -1.478 0.592 -0.216
C1 1.416 -2.173 -0.356
C2 0.609 2.034 -0.231
C3 0.457 -0.249 0.931
C4 0.003 0.627 -0.241
C5 0.413 -1.764 0.725
H1 1.497 -3.265 -0.387
H2 0.052 2.792 0.326
H3 -0.579 -2.204 0.638
H4 -1.856 1.411 -0.686
H5 0.820 -2.142 1.671
H6 0.331 0.182 -1.183
H7 -2.914 -1.328 1.099
H8 2.430 -1.861 -0.115
H9 1.070 -1.856 -1.338
H10 1.224 3.416 -1.681
H11 -0.032 0.129 1.834
H12 1.397 1.849 -2.164
H13 -3.363 -0.553 -0.156
H14 -1.740 0.721 0.756
H15 1.502 1.999 0.427
H16 1.496 -0.015 1.190

For the orbital gap, the calculation gives 9.9 eV. For the energy above the lowest of the compared OMol25 structures with the same formula, charge and spin, the calculation gives 67.58 kJ/mol. As for the structure (SMILES): CCC[C@@H](N)CN.O. The LUMO energy is 0.0366 Ha. For the total energy, the calculation gives -10471.82140 eV.